{
  "formula": "C30H46O14P2S",
  "method": "ωB97M-V/def2-TZVPD",
  "species": ["C", "C", "C", "C", "C", "C", "C", "C", "O", "C", "C", "C", "C", "C", "C", "O", "C", "C", "C", "C", "C", "C", "S", "O", "O", "O", "C", "C", "C", "C", "O", "H", "H", "H", "H", "H", "H", "H", "H", "H", "H", "H", "H", "H", "H", "H", "H", "H", "H", "H", "H", "H", "H", "H", "H", "H", "H", "H", "H", "C", "O", "P", "O", "O", "C", "O", "C", "H", "H", "H", "H", "H", "H", "H", "H", "H", "C", "O", "P", "O", "O", "C", "O", "C", "H", "H", "H", "H", "H", "H", "H", "H", "H"],
  "positions_angstrom": [[-0.8600, 0.0058, -4.8557], [-0.5174, -0.2335, -3.3833], [-1.6751, -0.0073, -2.4089], [-2.5849, -1.2090, -2.1758], [-3.5816, -0.9565, -1.0456], [-1.8908, -2.5384, -2.0292], [-2.3767, -3.5829, -2.8161], [-1.8058, -4.8577, -2.8098], [-2.3409, -5.8433, -3.5972], [-2.0937, -5.7022, -4.9893], [-0.6342, -5.6004, -5.3586], [-0.7177, -5.1306, -1.9993], [-0.2039, -4.1056, -1.2112], [-0.7812, -2.8142, -1.2009], [-0.1337, -1.8366, -0.2946], [-0.7244, -1.0427, 0.3943], [1.3370, -1.9376, -0.2374], [2.1442, -0.8041, -0.1494], [3.5331, -0.9280, -0.1433], [4.4150, 0.2826, -0.1360], [4.9896, 0.5999, -1.5352], [4.4524, 1.8975, -2.1456], [5.7537, 3.0583, -2.3725], [6.0345, 3.6737, -1.1177], [6.7697, 2.4341, -3.1682], [5.0450, 4.1603, -3.2561], [4.0958, -2.2161, -0.1841], [3.2988, -3.3499, -0.2434], [1.9095, -3.2093, -0.2839], [1.0002, -4.3600, -0.3898], [1.2158, -5.4145, 0.1376], [-0.0233, 0.4416, -5.3872], [-1.1290, -0.9166, -5.3563], [-1.6998, 0.6851, -4.9524], [-0.1111, -1.2350, -3.2792], [0.2823, 0.4451, -3.1017], [-1.3094, 0.3890, -1.4751], [-2.3044, 0.7705, -2.8317], [-3.1830, -1.3032, -3.0782], [-3.0835, -0.5646, -0.1721], [-4.3566, -0.2775, -1.3792], [-4.0688, -1.8863, -0.7700], [-3.2146, -3.4067, -3.4693], [-2.6291, -4.8343, -5.3718], [-2.5385, -6.5683, -5.4582], [-0.0234, -6.2616, -4.7539], [-0.2467, -4.5954, -5.2417], [-0.5030, -5.8889, -6.3939], [-0.2693, -6.1080, -1.9825], [1.6831, 0.1692, -0.1004], [3.8503, 1.1335, 0.2215], [5.2447, 0.0859, 0.5316], [4.7432, -0.2078, -2.2118], [6.0692, 0.6261, -1.4940], [4.0287, 1.7339, -3.1288], [3.6968, 2.3733, -1.5343], [5.1062, 3.8895, -4.1821], [5.1699, -2.3125, -0.1747], [3.7189, -4.3404, -0.2604], [-4.0995, 1.9237, 3.1041], [-3.4616, 3.2087, 3.2028], [-3.6594, 4.2697, 2.0275], [-5.0319, 4.4237, 1.5572], [-2.6338, 3.8620, 0.9043], [-1.2715, 3.5794, 1.2687], [-2.9720, 5.5403, 2.6617], [-3.7452, 6.3532, 3.5614], [-3.4604, 1.2180, 3.6300], [-5.0730, 1.9694, 3.5883], [-4.2297, 1.5826, 2.0761], [-1.1387, 2.5054, 1.3658], [-0.9931, 4.0711, 2.1994], [-0.6442, 3.9505, 0.4633], [-3.0367, 6.9485, 4.1293], [-4.3296, 5.7365, 4.2431], [-4.4094, 7.0000, 2.9928], [-1.6679, 1.6149, 5.9591], [-0.3422, 1.0605, 5.8938], [0.7555, 1.9422, 5.1491], [0.8490, 3.3361, 5.5696], [0.4117, 1.7443, 3.6220], [0.1677, 0.4035, 3.1500], [2.0442, 1.0492, 5.3361], [2.7867, 1.1876, 6.5602], [-2.3598, 0.7766, 5.9184], [-1.8097, 2.1561, 6.8921], [-1.8599, 2.2816, 5.1159], [-0.9031, 0.2011, 3.1692], [0.6862, -0.3258, 3.7707], [0.5228, 0.3298, 2.1293], [3.4065, 0.3007, 6.6508], [2.1194, 1.2540, 7.4184], [3.4103, 2.0774, 6.5131]],
  "mulliken_charge": [-1.438, 0.046, -1.031, 0.128, -1.604, 0.471, -0.766, -0.199, -0.558, -0.336, -1.055, -1.025, 1.177, -0.150, 0.263, -0.526, 0.503, -0.568, 0.138, -1.463, -0.716, -0.699, 1.194, -0.616, -0.613, -0.491, -0.632, -1.035, 1.006, -0.254, -0.576, 0.407, 0.287, 0.312, 0.066, 0.292, -0.050, 0.780, 0.717, 0.207, 0.443, 0.422, 0.551, 0.238, 0.409, 0.288, 0.237, 0.412, 0.587, 0.570, 0.608, 0.521, 0.380, 0.543, 0.373, 0.393, 0.368, 0.501, 0.526, -0.643, 0.025, 0.766, -0.739, -0.350, -0.464, -0.276, -0.669, 0.175, 0.244, 0.308, 0.035, 0.392, 0.341, 0.256, 0.289, 0.273, -0.436, -0.309, 0.714, -0.730, 0.016, -0.134, -0.262, -0.733, 0.284, 0.329, 0.038, 0.036, 0.566, -0.143, 0.246, 0.308, 0.280],
  "homo_ev": -9.4,
  "spin_multiplicity": 1,
  "total_charge": 0,
  "smiles": "CCC[C@H](C)c1cc(OCC)cc2c1C(=O)c1cc(CCCS(=O)(=O)O)ccc1C2=O.COP(=O)(OC)OC.COP(=O)(OC)OC",
  "gap_ev": 8.54
}

{
  "formula": "C21H14Cl3MnN3O7S2Si",
  "method": "ωB97M-V/def2-TZVPD",
  "species": ["Mn", "O", "C", "C", "C", "C", "C", "C", "C", "O", "N", "N", "C", "C", "C", "C", "C", "C", "C", "O", "H", "H", "H", "H", "H", "H", "H", "H", "H", "H", "Cl", "Si", "Cl", "Cl", "O", "O", "O", "S", "O", "N", "C", "S", "C", "C", "C", "C", "C", "C", "H", "H", "H", "H"],
  "positions_angstrom": [[-3.3270, -2.2461, -0.4865], [-2.5210, -5.5643, 2.2936], [-1.5748, -4.9403, 3.0122], [-1.0402, -5.6335, 4.1008], [-0.0711, -5.0532, 4.8912], [0.3895, -3.7673, 4.6147], [-0.1330, -3.0769, 3.5402], [-1.1180, -3.6404, 2.7245], [-1.6597, -2.8792, 1.5805], [-2.4728, -3.5128, 0.7653], [-1.2902, -1.6617, 1.4055], [-1.8963, -1.1914, 0.2708], [-1.4441, -0.0390, -0.1685], [-1.9178, 0.5852, -1.3628], [-1.4282, 1.8691, -1.6615], [-1.7810, 2.5146, -2.8224], [-2.6229, 1.8629, -3.7302], [-3.1072, 0.6029, -3.4716], [-2.7838, -0.0759, -2.2761], [-3.2862, -1.2526, -2.0870], [-2.7922, -4.9530, 1.5666], [-1.4129, -6.6305, 4.2976], [0.3323, -5.6067, 5.7316], [1.1533, -3.3114, 5.2315], [0.2084, -2.0799, 3.2992], [-0.6768, 0.4634, 0.4134], [-0.7497, 2.3375, -0.9565], [-1.3967, 3.5027, -3.0376], [-2.8997, 2.3586, -4.6544], [-3.7602, 0.0926, -4.1681], [-5.0678, -4.3497, -3.2617], [-3.9990, -4.1668, -1.4617], [-4.5040, -5.7720, -0.2176], [-2.1127, -4.8731, -2.1672], [-5.1863, -2.7940, -0.7987], [-4.8337, -2.3625, 0.5127], [2.6979, 7.2916, -1.1006], [3.2028, 6.4567, -0.0366], [3.6640, 7.1532, 1.1423], [2.1694, 5.2677, 0.3303], [2.6476, 4.0698, 0.0527], [1.8916, 2.5941, 0.3419], [4.0330, 4.1069, -0.5285], [4.8373, 3.0514, -0.9302], [6.0889, 3.3380, -1.4561], [6.5372, 4.6514, -1.5791], [5.7352, 5.7101, -1.1756], [4.4919, 5.4047, -0.6553], [4.4677, 2.0395, -0.8313], [6.7310, 2.5276, -1.7807], [7.5196, 4.8459, -1.9928], [6.0682, 6.7363, -1.2623]],
  "mulliken_spin": [1.172, -0.002, 0.000, 0.000, 0.000, 0.000, 0.000, 0.002, -0.003, -0.003, 0.001, -0.004, 0.025, 0.009, 0.006, -0.005, 0.007, -0.008, -0.004, 0.014, 0.005, 0.000, 0.000, 0.000, 0.000, 0.001, 0.000, 0.000, 0.000, 0.000, -0.001, -0.139, -0.002, -0.023, -0.047, 0.001, 0.000, 0.000, 0.000, 0.000, 0.000, 0.000, 0.000, 0.000, 0.000, 0.000, 0.000, 0.000, 0.000, 0.000, 0.000, 0.000],
  "homo_ev": [-3.3, -3.3],
  "spin_multiplicity": 2,
  "total_charge": -2,
  "relative_energy_ev": 0.672,
  "gap_ev": [7.49, 7.44]
}

{
  "formula": "C32H31AuN2O3S3Sb2",
  "method": "ωB97M-V/def2-TZVPD",
  "species": ["Au", "C", "C", "C", "Sb", "C", "C", "C", "C", "C", "C", "C", "C", "C", "C", "C", "C", "Sb", "C", "C", "C", "C", "C", "C", "C", "C", "C", "C", "C", "C", "H", "H", "H", "H", "H", "H", "H", "H", "H", "H", "H", "H", "H", "H", "H", "H", "H", "H", "H", "H", "H", "H", "H", "H", "H", "H", "C", "C", "C", "C", "N", "C", "S", "N", "H", "H", "H", "H", "H", "O", "S", "O", "O", "S"],
  "positions_angstrom": [[-0.1728, -1.5002, 0.8224], [1.4949, 1.6271, -0.4015], [2.4066, 1.3861, -1.6059], [2.8549, -0.0698, -1.7334], [4.1882, -1.0456, -0.3304], [5.3785, 0.6140, 0.2984], [5.7213, 1.6059, -0.6168], [6.5218, 2.6755, -0.2429], [7.0013, 2.7628, 1.0553], [6.7060, 1.7573, 1.9632], [5.9128, 0.6854, 1.5814], [2.8382, -1.1693, 1.3596], [1.9159, -2.2519, 1.3595], [1.0490, -2.4582, 2.4586], [1.1001, -1.5763, 3.5616], [1.9991, -0.5416, 3.5579], [2.8636, -0.3497, 2.4664], [2.3569, 2.8176, 1.1828], [0.7498, 2.4508, 2.5568], [-0.3838, 1.7211, 2.2111], [-1.3551, 1.4046, 3.1497], [-1.2054, 1.8290, 4.4619], [-0.0906, 2.5730, 4.8221], [0.8789, 2.8758, 3.8766], [1.6168, 4.6425, 0.3422], [2.5191, 5.5199, -0.2502], [2.0772, 6.6751, -0.8805], [0.7231, 6.9686, -0.9151], [-0.1859, 6.1045, -0.3187], [0.2597, 4.9492, 0.3037], [1.1769, 0.6725, 0.0064], [0.5943, 2.1735, -0.6863], [3.2636, 2.0652, -1.5938], [1.8706, 1.6371, -2.5267], [3.3070, -0.2542, -2.7110], [1.9726, -0.7187, -1.7013], [5.3677, 1.5522, -1.6397], [6.7710, 3.4402, -0.9669], [7.6165, 3.6019, 1.3526], [7.0988, 1.8025, 2.9699], [5.7115, -0.0972, 2.3039], [2.0043, -3.0313, 0.6098], [0.4760, -3.3763, 2.5302], [0.4391, -1.7386, 4.4017], [2.0433, 0.1401, 4.3969], [3.5619, 0.4785, 2.5121], [-0.5272, 1.3810, 1.1926], [-2.2188, 0.8273, 2.8437], [-1.9574, 1.5864, 5.2010], [0.0286, 2.9159, 5.8421], [1.7509, 3.4439, 4.1836], [3.5833, 5.3073, -0.2208], [2.7905, 7.3458, -1.3413], [0.3750, 7.8694, -1.4020], [-1.2441, 6.3314, -0.3392], [-0.4614, 4.2838, 0.7680], [-5.9622, 0.0527, 2.1852], [-5.6235, 0.3389, 0.7622], [-6.4797, 0.0343, -0.2916], [-6.0381, 0.2885, -1.5739], [-4.8297, 0.7927, -1.8247], [-4.1035, 1.0241, -0.7515], [-2.4439, 1.5748, -1.0178], [-4.4204, 0.8635, 0.5183], [-7.0377, 0.0357, 2.3508], [-5.4984, 0.7904, 2.8372], [-5.5529, -0.9254, 2.4444], [-7.4535, -0.3965, -0.1131], [-6.6620, 0.0791, -2.4339], [-4.1647, -2.0474, -0.7655], [-2.9101, -2.2911, -0.1109], [-2.7781, -1.7220, 1.2243], [-2.3113, -3.5875, -0.2767], [-1.4063, -1.0769, -1.1734]],
  "mulliken_spin": [0.032, -0.004, 0.003, -0.006, 0.000, 0.000, 0.000, 0.000, 0.000, 0.000, 0.000, 0.008, -0.015, 0.010, -0.009, 0.006, -0.002, -0.001, -0.006, 0.014, -0.028, 0.000, 0.001, -0.001, 0.002, 0.000, 0.000, 0.000, -0.001, -0.005, -0.008, 0.005, 0.000, 0.000, 0.000, 0.006, 0.000, 0.000, 0.000, 0.000, 0.000, 0.000, 0.001, 0.001, 0.000, -0.001, 0.017, 0.005, 0.000, 0.000, 0.000, 0.000, 0.000, 0.000, 0.000, 0.006, -0.002, -0.004, 0.016, 0.003, 0.022, -0.067, 1.223, 0.026, 0.000, 0.000, 0.000, 0.000, -0.001, -0.006, -0.007, 0.002, 0.038, 0.728],
  "homo_ev": [-8.5, -8.5],
  "spin_multiplicity": 3,
  "total_charge": 0,
  "relative_energy_ev": 0.753,
  "gap_ev": [8.55, 5.79]
}